*A*
A single C7H10 molecule, computed with ωB97M-V/def2-TZVPD.

orbital gap: 0.3584 Ha
SMILES: C1C[C@H]2[C@@H]1[C@H]1C[C@@H]21
HOMO energy: -8.60 eV

Cartesian coordinates (Å):
C: 0.9691 -0.7223 -1.0538
C: 0.6348 0.8682 -1.2348
C: -0.8086 0.5632 -0.6851
C: -0.3377 -0.9417 -0.4277
C: -0.5523 -0.6793 1.0836
C: 0.2261 0.4588 1.6504
C: -1.0105 0.7427 0.8429
H: 1.1928 -1.1834 -2.0099
H: 1.3170 -1.8174 -0.4033
H: 1.1966 1.5943 -0.6463
H: 0.6389 1.2356 -2.2828
H: -1.6588 0.8652 -1.3007
H: -0.2701 -2.0910 -0.5423
H: -1.0187 -1.4367 1.7092
H: 0.1104 0.5983 2.7232
H: 1.2233 0.6793 1.2821
H: -1.8522 1.2664 1.2954



*B*
A molecular structure, C7H10, computed with ωB97M-V/def2-TZVPD.

orbital gap: 0.2854 Ha
HOMO energy: -7.02 eV

Cartesian coordinates (Å):
C: -0.1249 1.5807 1.0558
C: -0.6248 0.7059 -0.5619
C: 0.5857 0.2981 -1.4388
C: 0.2028 -1.1548 -1.2506
C: -0.0637 -1.3858 0.2111
C: 0.3212 -0.3048 1.1878
C: -1.1164 -0.7472 -0.6225
H: 0.4841 1.5856 1.9799
H: 0.3277 2.3681 0.4444
H: -1.1326 1.8815 1.3489
H: 1.5960 0.6335 -1.1721
H: 0.3597 0.6459 -2.4578
H: 0.3892 -2.0006 -1.9111
H: -0.1303 -2.4303 0.5283
H: 1.3859 -0.2388 1.4468
H: -0.2830 -0.3899 2.0965
H: -2.1328 -1.0966 -0.7760



*C*
A single C7H10 molecule, computed with ωB97M-V/def2-TZVPD.

orbital gap: 0.3359 Ha
HOMO energy: -8.08 eV

Cartesian coordinates (Å):
C: -1.9313 -0.6810 -0.4191
C: -0.5177 -0.1769 -0.2707
C: 0.2849 0.5930 -1.3073
C: 1.5146 0.1336 -0.5383
C: 1.2946 0.2944 0.9464
C: 0.0619 0.8995 1.4416
C: 0.7125 -0.9272 0.1531
H: -2.6080 0.1567 -0.6144
H: -2.0563 -1.3930 -1.2543
H: -2.2700 -1.1996 0.4854
H: 0.0582 1.6585 -1.3975
H: 0.3036 0.1138 -2.2955
H: 2.5298 0.0419 -0.9011
H: 2.2318 0.3282 1.5134
H: 0.2070 1.8168 2.0632
H: -0.6895 0.2852 1.9080
H: 0.8737 -1.9439 0.4869



Which is most stable, and by how much? *C*, by 40.1 kcal/mol.



*A*
A single C7H10 molecule, computed with ωB97M-V/def2-TZVPD.

orbital gap: 0.3165 Ha
HOMO energy: -7.65 eV

Cartesian coordinates (Å):
C: 1.6120 -0.2130 0.9254
C: 2.0023 0.7972 -0.1028
C: 1.1981 -0.4119 -0.5083
C: -0.2579 -0.1694 -0.8450
C: -1.4319 -0.7094 0.1539
C: -2.2704 0.6420 0.0525
C: -0.8589 0.8824 -0.0789
H: 2.3740 -0.8641 1.3423
H: 0.8165 0.0842 1.6057
H: 3.0410 0.8759 -0.4053
H: 1.7097 -1.1920 -1.0670
H: -0.5487 -0.5001 -1.8536
H: -1.1415 -1.1292 1.1118
H: -1.9777 -1.4202 -0.4645
H: -3.0097 0.5428 -0.7496
H: -2.6924 1.0597 0.9671
H: 1.4356 1.7251 -0.0836



*B*
A single C7H10 molecule, computed with ωB97M-V/def2-TZVPD.

orbital gap: 0.3469 Ha
SMILES: C=C=C(C)/C=C/C
HOMO energy: -8.37 eV

Cartesian coordinates (Å):
C: -2.5667 1.5653 0.6461
C: -1.7376 0.6030 0.2798
C: -1.0893 -0.4293 -0.2630
C: -1.4905 -1.7251 -0.8820
C: 0.5133 -0.1788 -0.1073
C: 1.4988 0.7707 0.2211
C: 2.9139 0.3254 0.3031
H: -2.9113 1.5732 1.6505
H: -2.6237 2.4304 -0.0199
H: -1.0474 -2.5461 -0.3415
H: -1.2128 -1.7499 -1.9501
H: -2.5181 -1.7431 -0.9548
H: 1.0837 -1.1381 -0.1349
H: 1.3290 1.7986 0.4808
H: 3.6003 0.8783 1.0455
H: 3.3705 0.2537 -0.6073
H: 2.8879 -0.6884 0.6338



*C*
A single C7H10 molecule, computed with ωB97M-V/def2-TZVPD.

orbital gap: 0.3034 Ha
HOMO energy: -8.07 eV

Cartesian coordinates (Å):
C: 2.7608 0.2995 -0.1445
C: 1.4995 -0.5466 0.0119
C: 0.2779 0.1527 -0.4035
C: -0.8696 -0.7433 -0.7185
C: -1.9902 -0.4998 0.3234
C: -2.2611 0.9268 0.5269
C: -2.4375 2.1084 0.6683
H: 2.8811 0.5817 -1.1950
H: 3.6619 -0.2328 0.1745
H: 2.6634 1.2246 0.4308
H: 1.6235 -1.5865 -0.3424
H: 1.2450 -0.6411 1.0937
H: -1.2520 -0.4045 -1.6930
H: -0.6663 -1.8282 -0.7848
H: -1.6925 -0.9573 1.2754
H: -2.8999 -1.0186 0.0019
H: -2.5439 3.1649 0.7749



Which is most stable, and by how much? *B*, by 29.7 kcal/mol.



*A*
13 unconnected molecules or ions with the total composition C4H33N2O14, computed with ωB97M-V/def2-TZVPD.

orbital gap: 0.3530 Ha
charge: -1
HOMO energy: -7.08 eV

Cartesian coordinates (Å):
C: -0.3927 -2.3482 0.1445
N: 0.1291 -3.2254 -0.9541
C: -0.3951 -0.8625 -0.3886
C: -1.6043 -0.7115 -1.1740
N: -0.4374 -0.0522 0.9078
C: 0.7267 0.6208 1.3530
O: 0.3758 1.6980 1.9923
O: 1.8267 0.2839 0.9729
H: 0.2626 -2.4814 1.0489
H: -1.4130 -2.5448 0.3774
H: 0.6661 -2.8569 -1.6690
H: 0.4463 -3.9923 -0.4847
H: 0.7065 -0.3427 -0.9062
H: -2.5623 -0.8006 -0.6160
H: -1.4981 -1.2650 -2.0312
H: -1.7726 0.2118 -1.6280
H: -1.2429 0.3412 0.8903
H: -0.7005 2.1154 3.0746
H: -1.5679 1.6585 4.3355
O: -1.5582 2.2015 3.5168
H: 3.6455 -1.8598 0.0248
H: 2.1463 -1.2456 0.1590
O: 2.7641 -1.9339 -0.2934
H: -1.8124 -1.4439 2.6070
H: -3.0358 -0.5555 3.2133
O: -2.5139 -1.3223 3.1958
H: 3.4607 2.2680 1.7929
H: 1.8205 2.5286 1.5869
O: 2.7975 2.9515 1.4108
H: 2.7130 1.3713 -3.4648
H: 1.2233 1.6152 -3.3031
O: 1.9002 1.1608 -3.9479
H: -4.2357 1.2335 0.2128
H: -3.4595 0.1701 -0.3570
O: -4.4133 0.4322 -0.3621
H: 0.6878 2.7146 -1.5649
H: 0.9035 4.0013 -2.5517
O: 0.1909 3.3878 -2.2577
H: -2.8170 -2.6999 -1.6983
H: -1.5370 -3.5208 -1.6647
O: -2.5251 -3.6750 -1.7242
H: -2.8571 2.0951 1.0919
H: -2.7268 2.9388 2.2051
O: -3.1787 2.9028 1.4216
H: 1.6371 -0.5971 -3.6064
H: 1.8578 -1.5620 -2.3884
O: 1.7688 -1.4965 -3.3584
H: 2.8223 0.2456 3.4877
H: 3.1118 -0.3924 2.0759
O: 3.3081 -0.5029 2.9408
H: 2.4326 1.5830 -0.6835
H: 1.9451 0.2928 -1.4934
O: 1.9807 1.2669 -1.4689



*B*
13 unconnected molecules or ions with the total composition C4H33N2O14, computed with ωB97M-V/def2-TZVPD.

orbital gap: 0.3122 Ha
charge: -1
HOMO energy: -6.22 eV

Cartesian coordinates (Å):
C: 1.1022 -0.2166 -1.2205
N: 2.0904 -0.6468 -0.2302
C: 1.9177 -1.9247 0.3328
O: 2.7123 -2.2196 1.2701
O: 0.9614 -2.6004 -0.1277
C: -0.0408 0.4725 -0.4877
N: -1.2893 0.4471 -1.2318
C: -2.4601 0.8718 -0.4869
H: 1.6016 0.5275 -1.8491
H: 0.7171 -1.0315 -1.8165
H: 2.3686 0.1103 0.3725
H: 0.1578 1.4706 -0.0701
H: -0.2576 -0.0197 0.4681
H: -1.2242 0.8230 -2.1636
H: -2.1454 1.4129 0.4159
H: -3.0081 0.0239 -0.0584
H: -3.1654 1.4850 -1.0354
H: -0.4433 3.3073 -4.0074
H: 0.1380 2.0926 -4.8589
O: -0.5444 2.3739 -4.2437
H: 0.2053 4.1482 0.5953
H: -1.1840 4.5871 1.2508
O: -0.7405 4.2482 0.4757
H: 0.8554 2.5465 3.1637
H: 0.3777 1.9833 1.8759
O: 0.5849 2.8338 2.2857
H: -2.2473 -1.8005 3.1158
H: -1.2820 -1.9259 4.2230
O: -2.1201 -1.4933 4.0246
H: -1.4577 -3.0006 1.2792
H: -0.1094 -3.4509 0.9426
O: -0.7364 -3.4816 1.7116
H: 0.3704 3.3757 -2.3725
H: -0.4153 4.6315 -1.7518
O: 0.2387 4.3272 -2.3941
H: 1.8068 -2.6369 2.8365
H: 0.4034 -3.1012 3.1093
O: 1.0928 -2.5374 3.5039
H: 3.7824 -0.9539 2.2052
H: 3.0196 0.2381 2.5731
O: 3.9349 -0.0770 2.6231
H: -2.6382 0.2040 -3.0775
H: -2.9438 1.5114 -3.4862
O: -3.4051 0.6583 -3.4415
H: 1.4123 0.5573 4.0565
H: 1.0055 -0.7886 3.2308
O: 0.9952 0.1942 3.2724
H: -0.6152 0.2488 -4.2461
H: -1.0464 -1.2293 -4.5799
O: -0.9212 -0.3454 -4.9346
H: -1.4094 -3.2060 -0.9553
H: -1.4922 -1.6832 -1.0696
O: -2.0329 -2.4900 -1.1193



Which is most stable, and by how much? *B*, by 85.9 kcal/mol.